18
Properties=species:S:1:pos:R:3 method="wB97M-V/def2-TZVPD" total_charge=-1 e_homo_ha=-0.1449 orbital_gap_ev=7.844
C 1.50382 -0.99222 1.78075
C 1.67827 0.54888 1.78681
O 0.72406 1.15041 2.33484
O 2.68157 0.99831 1.20333
H 2.41185 -1.55677 1.58023
H 0.72919 -1.19724 1.03634
H 1.05194 -1.31758 2.72684
C -0.99369 0.79008 -0.94983
C -1.91528 -0.26525 -0.37278
C -0.09379 0.26082 -2.05266
H -1.57315 1.66314 -1.27848
H -0.33393 1.16615 -0.15891
H -1.31407 -0.96881 0.20882
H -2.43456 -0.85704 -1.13609
H 0.62769 -0.45816 -1.65939
H -0.64339 -0.19948 -2.88109
H -2.62696 0.17748 0.31849
H 0.52041 1.05729 -2.48721